<i>
The following is a DFT calculation (wB97M-V/def2-TZVPD) of a 2-piece molecular cluster, C4H14N2OS overall.

Each line ends with the Löwdin charge.
CARTESIAN COORDINATES (ANGSTROEM)
C (1.2651, -0.7246, -1.6216)  -0.18
N (0.3395, -1.6723, -1.0771)  -0.12
C (-1.0511, -1.2098, -1.1497)  -0.21
C (-1.3406, 0.1751, -0.4382)  -0.48
N (-2.0071, 1.1765, -1.2545)  0.04
C (-2.1490, -0.1412, 0.8094)  -0.59
S (-1.5505, 0.8257, 2.1759)  0.72
H (1.2685, 0.3008, -1.3251)  0.05
H (1.3706, -0.6289, -2.7640)  0.10
H (2.3417, -0.9951, -1.4357)  0.09
H (0.4589, -1.7923, -0.0552)  0.12
H (-1.3884, -1.2560, -2.2054)  0.11
H (-1.7696, -2.0437, -0.7066)  0.13
H (-0.3696, 0.5440, -0.0583)  0.09
H (-2.9142, 0.8965, -1.5784)  0.07
H (-1.4493, 1.4932, -2.0248)  0.07
H (-3.2334, 0.2226, 0.7640)  0.09
H (-2.4490, -1.1561, 1.0044)  0.06
H (-2.1914, 0.2638, 3.1956)  -0.16
O (5.8761, 2.0908, 2.9280)  -0.08
H (6.0071, 1.4608, 3.6767)  0.05
H (4.9359, 2.1702, 3.1404)  0.03

Computed properties:
molar mass = 138.24 g mol⁻¹
SMILES = CNC[C@@H](N)CS.O

---

<ii>
The following is a DFT calculation (wB97M-V/def2-TZVPD) of a 3-piece molecular cluster, C4H14N2OS overall.

Each line ends with the Löwdin charge.
CARTESIAN COORDINATES (ANGSTROEM)
N (0.8500, 0.0152, -1.0018)  0.07
C (0.0841, 0.7733, -0.0278)  -0.44
C (0.6146, 2.1856, 0.2122)  -0.07
S (3.7540, -0.2901, -0.1659)  0.21
C (-1.4031, 0.8013, -0.4507)  -0.22
N (-2.2217, -0.3275, -0.1022)  -0.12
C (-1.6849, -1.6317, -0.4743)  -0.13
H (0.9386, 0.5103, -1.8966)  0.10
H (1.8154, -0.0771, -0.6831)  -0.16
H (0.1766, 0.2430, 0.9192)  0.12
H (0.5422, 2.8103, -0.6786)  0.08
H (0.0850, 2.6685, 1.0147)  0.07
H (1.6732, 2.1520, 0.4911)  0.06
H (-1.4272, 0.9267, -1.5460)  0.12
H (-1.8505, 1.6972, -0.0183)  0.12
H (-2.3959, -0.3371, 0.8880)  0.10
H (-0.8194, -1.9439, 0.1117)  0.06
H (-1.3766, -1.6051, -1.5106)  0.07
H (-2.4741, -2.3891, -0.3990)  0.08
H (2.1717, -1.6221, 1.3014)  -0.07
H (1.6157, -2.6189, 2.3153)  0.03
O (1.3322, -1.9406, 1.7012)  -0.10

Computed properties:
molar mass = 138.24 g mol⁻¹

---

<iii>
The following is a DFT calculation (wB97M-V/def2-TZVPD) of a 2-piece molecular cluster, C4H14N2OS overall.

Each line ends with the Löwdin charge.
CARTESIAN COORDINATES (ANGSTROEM)
C (-2.4796, 1.0157, 0.8849)  -0.12
N (-2.2778, -0.3520, 0.3618)  -0.10
C (-0.9514, -0.6584, -0.1367)  -0.43
C (-0.6770, 0.1623, -1.4037)  -0.26
N (0.6184, -0.1685, -2.0097)  -0.01
C (0.1291, -0.4578, 0.9216)  -0.52
S (1.7026, -1.3868, 0.8574)  0.70
H (-2.5160, 1.8137, 0.1331)  0.08
H (-1.7129, 1.2071, 1.6283)  0.07
H (-3.4177, 0.9520, 1.4599)  0.08
H (-3.0414, -0.5588, -0.2626)  0.10
H (-0.9733, -1.7242, -0.5002)  0.15
H (-1.5247, 0.2643, -2.0963)  0.11
H (-0.5527, 1.2058, -1.1145)  0.09
H (0.8845, 0.4740, -2.7413)  0.07
H (0.6493, -1.1187, -2.3585)  0.07
H (-0.2957, -0.6896, 1.8978)  0.07
H (0.3961, 0.5996, 0.8678)  0.04
H (2.0153, -1.2378, -0.4235)  -0.19
O (1.6638, 2.4599, -0.1341)  -0.07
H (2.1304, 1.6136, -0.1529)  0.02
H (2.1861, 2.9178, 0.5437)  0.05

Computed properties:
molar mass = 138.24 g mol⁻¹
SMILES = CN[C@@H](CN)CS.O

---

Most stable structure, least stable structure: <iii>, <ii>.

---

<i>
The following is a DFT calculation (wB97M-V/def2-TZVPD) of one molecule with the formula C9H11NO2S.

Each line ends with the Löwdin charge.
CARTESIAN COORDINATES (ANGSTROEM)
C (0.2378, 1.8115, 2.0382)  -0.08
C (0.8133, 2.2999, 0.7564)  -0.05
C (-0.8086, 0.9840, 2.2692)  -0.12
C (0.7503, 1.4895, -0.2659)  0.10
C (1.3463, 0.6966, -1.2145)  -0.54
C (-1.7629, 0.4276, 1.2776)  -0.22
C (-1.0901, -0.6678, 0.4808)  -0.34
C (-0.3087, -1.8496, 1.0222)  -0.06
C (0.9828, -0.9687, -2.9408)  -0.07
N (0.6261, -0.4059, -1.6486)  -0.27
O (2.4797, 0.9167, -1.6665)  0.07
O (-1.3366, -1.8067, -1.7669)  -0.47
S (-1.0727, -0.4841, -1.3048)  0.94
H (0.7541, 2.3268, 2.9104)  0.12
H (1.2795, 3.2569, 0.6508)  0.11
H (-1.0430, 0.6340, 3.2534)  0.10
H (-2.6509, -0.0825, 1.6795)  0.12
H (-2.0298, 1.3866, 0.6750)  0.15
H (-1.0388, -2.6709, 1.4088)  0.13
H (0.3602, -1.5877, 1.7066)  0.03
H (0.1676, -2.3886, 0.2421)  0.06
H (0.1420, -1.6954, -3.1391)  0.09
H (1.1825, -0.1067, -3.4710)  0.05
H (2.0198, -1.5155, -2.9526)  0.13

Computed properties:
molar mass = 197.26 g mol⁻¹

---

<ii>
The following is a DFT calculation (wB97M-V/def2-TZVPD) of one molecule with the formula C9H11NO2S.

Each line ends with the Löwdin charge.
CARTESIAN COORDINATES (ANGSTROEM)
C (3.6114, -0.1117, -1.0992)  -0.08
C (3.4639, 1.1284, -0.5888)  -0.08
C (2.7454, -1.2403, -0.7879)  -0.04
C (2.3144, 1.3413, 0.2101)  -0.02
C (1.5857, -0.9272, -0.0798)  -0.04
C (1.3506, 0.3588, 0.4043)  -0.22
C (-1.0792, 0.0736, 1.1616)  -0.16
C (0.1727, 0.7319, 1.2630)  0.02
C (-4.0344, -1.0777, 0.0132)  -0.23
N (-3.6834, 0.2661, 0.0089)  -0.24
O (-2.2056, 2.1470, -0.5019)  -0.32
O (-1.4064, -0.0319, -1.3626)  -0.32
S (-2.2526, 0.6989, -0.4473)  0.62
H (4.6062, -0.4473, -1.6531)  0.14
H (4.1953, 1.8759, -0.8217)  0.10
H (2.8151, -2.2937, -1.0426)  0.10
H (2.2897, 2.3246, 0.6618)  0.11
H (0.8897, -1.6819, 0.3162)  0.12
H (-1.1507, -0.9114, 0.7578)  0.06
H (-1.8474, 0.2979, 1.9763)  0.12
H (0.2072, 1.7869, 1.6036)  0.13
H (-3.4809, -1.6552, -0.6516)  0.04
H (-4.0018, -1.5294, 1.0051)  0.08
H (-5.1050, -1.1236, -0.3454)  0.10

Computed properties:
molar mass = 197.26 g mol⁻¹

---

Most stable structure, least stable structure: <ii>, <i>.

---

<i>
The following is a DFT calculation (wB97M-V/def2-TZVPD) of one molecule with the formula C7H7NO3.

Each line ends with the Löwdin charge.
CARTESIAN COORDINATES (ANGSTROEM)
C (-0.7494, -2.3572, -0.0552)  0.06
C (-1.1932, -1.1181, -0.2239)  -0.10
C (-1.1568, -0.1408, 0.8902)  -0.43
O (-0.8909, -0.4441, 2.0317)  0.10
C (-1.5477, 1.2529, 0.5310)  -0.01
C (-0.7874, 2.1436, -0.1034)  -0.09
C (0.5614, 1.9070, -0.6060)  -0.04
C (1.3515, 0.9325, -0.2604)  0.05
N (2.1659, 0.0161, 0.0121)  -0.30
O (3.0563, -0.0230, 0.8564)  0.00
O (2.0118, -1.1593, -0.7872)  0.05
H (-0.7479, -3.0977, -0.8352)  0.07
H (-0.3681, -2.6626, 0.9069)  0.08
H (-1.5634, -0.7628, -1.1745)  0.11
H (-2.5342, 1.5369, 0.8766)  0.12
H (-1.1752, 3.1336, -0.2994)  0.10
H (0.9123, 2.6390, -1.3279)  0.12
H (2.6551, -1.7959, -0.4317)  0.12

Computed properties:
molar mass = 153.14 g mol⁻¹
SMILES = C=CC(=O)/C=C\C=C=[N+]([O-])O

---

<ii>
The following is a DFT calculation (wB97M-V/def2-TZVPD) of one molecule with the formula C7H7NO3.

Each line ends with the Löwdin charge.
CARTESIAN COORDINATES (ANGSTROEM)
C (-0.7994, 0.8023, -1.0585)  -0.06
C (-1.4304, 1.0165, 0.2580)  -0.05
C (0.2531, 0.0306, -1.4786)  -0.03
C (-0.8099, 1.2668, 1.4216)  -0.01
C (-0.0038, -1.9015, 0.0424)  0.07
C (0.9479, -1.0736, -0.8226)  -0.48
C (2.1411, -1.7994, -1.3235)  -0.04
N (-1.6353, 1.5762, 2.5758)  -0.36
O (-2.8788, 1.7436, 2.4635)  0.04
O (-1.0010, 1.6295, 3.6561)  0.04
O (0.8016, -1.2201, 0.6732)  0.06
H (-1.1807, 1.6345, -1.6552)  0.11
H (-2.5232, 1.0765, 0.0824)  0.14
H (0.7730, 0.0914, -2.3779)  0.09
H (0.2038, 1.0949, 1.7669)  0.13
H (2.3239, -2.7048, -0.6095)  0.12
H (3.0422, -1.1420, -1.1857)  0.10
H (1.7758, -2.1214, -2.4285)  0.15

Computed properties:
molar mass = 153.14 g mol⁻¹

---

Most stable structure, least stable structure: <i>, <ii>.

---

<i>
The following is a DFT calculation (wB97M-V/def2-TZVPD) of a 8-piece molecular cluster, C8H32O8 overall.

Each line ends with the Löwdin charge.
CARTESIAN COORDINATES (ANGSTROEM)
C (25.0716, -7.3705, 8.0318)  -0.17
O (25.6161, -7.9500, 9.2056)  -0.11
H (24.3253, -6.6029, 8.2572)  0.07
H (25.8197, -6.8408, 7.4390)  0.07
H (24.5693, -8.1170, 7.4186)  0.06
H (25.4122, -7.3670, 9.9384)  0.07
C (23.0773, -0.3365, 5.0501)  -0.18
O (23.2868, 0.9293, 4.4480)  -0.12
H (22.2762, -0.8986, 4.5586)  0.07
H (24.0122, -0.8875, 5.0405)  0.06
H (22.7633, -0.2474, 6.0975)  0.08
H (22.4880, 1.4459, 4.5849)  0.07
C (22.2136, -2.6776, 0.9274)  -0.17
O (22.4510, -2.6934, -0.4735)  -0.11
H (21.1480, -2.7578, 1.1570)  0.08
H (22.7024, -3.5570, 1.3528)  0.05
H (22.6193, -1.7990, 1.4368)  0.07
H (21.6925, -2.2849, -0.8979)  0.07
C (23.9702, -3.2972, 7.4681)  -0.14
O (25.1200, -4.1304, 7.2725)  -0.14
H (23.0966, -3.7415, 6.9866)  0.08
H (23.7888, -3.1867, 8.5353)  0.08
H (24.1934, -2.3119, 7.0473)  0.06
H (25.0295, -4.4740, 6.3723)  0.01
C (24.9908, -4.3135, 3.9534)  -0.15
O (25.0542, -5.5116, 4.7093)  -0.13
H (25.6810, -4.3402, 3.1004)  0.08
H (24.0089, -4.1116, 3.5115)  0.07
H (25.3220, -3.4426, 4.5188)  0.08
H (24.7810, -6.1961, 4.0774)  0.04
C (26.3961, -2.6351, 0.8225)  -0.17
O (26.9857, -1.9977, 1.9356)  -0.11
H (25.3942, -3.0314, 1.0203)  0.06
H (26.3457, -1.9562, -0.0362)  0.08
H (26.9870, -3.4944, 0.5009)  0.08
H (26.3142, -1.4578, 2.3599)  0.07
C (25.2618, -9.3781, 4.7528)  -0.16
O (24.7420, -10.5565, 4.1402)  -0.13
H (26.0949, -8.9764, 4.1750)  0.08
H (24.4467, -8.6518, 4.7321)  0.06
H (25.4803, -9.5427, 5.8083)  0.07
H (25.3481, -11.2879, 4.2800)  0.07
C (22.3999, -6.5162, 2.8972)  -0.12
O (23.7589, -6.8742, 2.6472)  -0.14
H (22.1135, -5.6838, 2.2492)  0.06
H (21.7383, -7.3604, 2.6855)  0.09
H (22.2759, -6.2507, 3.9436)  0.09
H (23.8049, -7.3743, 1.8296)  0.10

Computed properties:
molar mass = 256.34 g mol⁻¹
SMILES = CO.CO.CO.CO.CO.CO.CO.CO

---

<ii>
The following is a DFT calculation (wB97M-V/def2-TZVPD) of a 8-piece molecular cluster, C8H32O8 overall.

Each line ends with the Löwdin charge.
CARTESIAN COORDINATES (ANGSTROEM)
C (-1.3789, -1.9611, 5.9964)  -0.18
O (-0.2961, -1.4649, 5.2698)  -0.13
H (-1.9049, -1.0732, 6.3470)  0.08
H (-2.0712, -2.3744, 5.2628)  0.07
H (-1.1583, -2.7522, 6.7130)  0.08
H (-0.6219, -0.8711, 4.5895)  0.08
C (-2.1246, -2.3392, -5.2281)  -0.18
O (-1.8624, -2.9958, -4.0173)  -0.11
H (-1.5509, -2.8628, -5.9929)  0.08
H (-3.1754, -2.3293, -5.5175)  0.08
H (-1.8876, -1.2753, -5.2250)  0.07
H (-0.9116, -3.0154, -3.8867)  0.07
C (-4.3436, 5.1363, -1.0438)  -0.17
O (-3.1760, 5.1717, -0.2264)  -0.12
H (-4.3452, 4.2170, -1.6294)  0.07
H (-5.2675, 5.1618, -0.4661)  0.08
H (-4.3770, 5.9392, -1.7803)  0.07
H (-2.5004, 5.5610, -0.7864)  0.07
C (3.2290, -5.1019, -2.0782)  -0.16
O (2.9159, -4.1529, -3.0927)  -0.13
H (4.2197, -5.0369, -1.6281)  0.07
H (2.5704, -5.0057, -1.2150)  0.08
H (3.0799, -6.0750, -2.5460)  0.08
H (3.3723, -4.3840, -3.9050)  0.07
C (-6.7552, 1.1964, 4.2321)  -0.15
O (-7.9215, 0.3975, 3.9476)  -0.13
H (-6.9393, 2.2503, 4.0236)  0.07
H (-6.4187, 1.1243, 5.2664)  0.07
H (-5.9278, 0.8343, 3.6219)  0.08
H (-8.7098, 0.7642, 4.3547)  0.07
C (-0.2803, 0.5110, -0.2023)  -0.16
O (-0.9431, 1.1547, 0.8765)  -0.13
H (-1.0021, 0.4049, -1.0121)  0.07
H (0.5643, 1.1151, -0.5339)  0.07
H (0.0327, -0.4737, 0.1448)  0.08
H (-1.2813, 1.9993, 0.5701)  0.07
C (6.1840, 1.9338, -3.4352)  -0.19
O (6.2488, 2.3645, -4.7594)  -0.11
H (6.9010, 2.4153, -2.7703)  0.08
H (5.1887, 1.9074, -2.9917)  0.07
H (6.4113, 0.8702, -3.5082)  0.07
H (5.4075, 2.1017, -5.1400)  0.08
C (5.2113, 0.4324, 2.2067)  -0.19
O (6.3853, -0.2183, 1.8389)  -0.12
H (5.1811, 0.5534, 3.2895)  0.08
H (5.2532, 1.4495, 1.8170)  0.08
H (4.3946, -0.2003, 1.8590)  0.08
H (6.3811, -1.0038, 2.3907)  0.07

Computed properties:
molar mass = 256.34 g mol⁻¹
SMILES = CO.CO.CO.CO.CO.CO.CO.CO

---

Most stable structure, least stable structure: <i>, <ii>.